Formula: C42H65F3NO6PS2
Source: the Open Molecules 2025 dataset
Level of theory: wB97M-V/def2-TZVPD

Structure (XYZ):
```
120
Properties=species:S:1:pos:R:3:forces:R:3:lowdin_charge:R:1
C 4.613 -5.030 -1.747 -1.35 8.41 5.15 0.06
C 4.420 -3.841 -0.983 0.55 -5.89 -5.56 -0.08
C 4.054 -2.286 -0.532 0.18 1.65 0.40 -0.06
C 5.247 -1.155 -0.833 -1.68 -0.50 0.99 -0.05
C 6.630 -1.642 -1.566 -0.99 0.28 -3.26 -0.13
C 6.587 -1.754 -3.080 0.32 0.13 2.61 0.01
C 5.070 0.455 -0.457 -3.22 -3.11 0.90 0.01
C 6.221 1.592 -0.791 0.39 0.39 -0.14 -0.21
F 5.889 2.822 -0.001 1.36 -3.80 -2.82 -0.01
F 7.608 1.168 -0.445 -4.65 1.59 -1.09 0.00
F 6.268 1.946 -2.260 -0.13 -0.93 4.96 -0.01
C 3.625 0.852 0.287 1.14 -3.00 -1.21 0.03
C 2.440 -0.293 0.578 2.89 -1.33 -1.60 -0.36
C 2.592 -1.867 0.169 4.00 2.38 -1.06 -0.16
N 1.604 -2.981 0.326 -1.09 3.61 -0.18 -0.27
P 0.940 -3.543 -1.248 0.58 -2.72 0.21 0.39
S 1.146 -5.508 -1.390 -0.36 1.25 -0.12 0.09
C 0.419 -2.683 1.190 -4.61 -0.25 3.34 -0.23
C -0.557 -3.993 1.558 -1.16 3.07 1.38 -0.01
C -1.942 -3.849 2.461 2.25 2.84 -1.14 -0.01
C -2.464 -2.382 3.068 3.97 -0.62 -2.43 -0.13
C -3.863 -2.282 3.918 -0.31 -1.01 -0.82 -0.17
C -5.153 -1.734 3.006 -0.17 0.86 0.18 -0.19
C -4.695 -0.953 1.638 -0.43 0.17 0.22 -0.23
C -5.913 -0.249 0.796 -0.56 0.22 -0.41 -0.22
C -5.587 -0.198 -0.816 0.16 -0.83 0.15 -0.22
C -4.105 0.388 -1.201 0.28 0.24 -1.05 -0.22
C -3.959 2.021 -1.117 0.24 -0.38 0.18 -0.21
C -3.594 2.603 0.377 0.04 0.99 -0.16 -0.20
C -1.953 2.753 0.643 -0.64 -0.95 0.90 -0.21
C -1.628 4.060 1.580 -0.31 0.47 -0.56 -0.22
C -0.142 4.717 1.367 0.29 1.12 0.83 -0.23
C 0.990 4.209 2.465 0.62 0.47 -0.72 -0.26
C 2.498 4.853 2.186 0.00 -0.84 0.80 -0.16
C -1.473 -1.094 2.704 0.44 -3.61 -0.90 -0.02
C -0.084 -1.248 1.786 -1.68 -3.36 0.34 -0.37
S 0.881 0.310 1.414 0.57 -1.94 -0.47 0.83
H 4.787 -6.040 -2.333 -0.45 2.65 1.82 0.07
H 7.656 -1.868 -1.050 -2.03 1.95 -0.65 0.12
H 5.980 -2.618 -3.595 -0.02 2.73 0.94 0.07
H 7.224 -1.015 -3.767 -0.35 -2.64 1.70 0.08
H 3.460 1.999 0.567 0.21 -2.93 -0.57 0.10
H 1.674 -2.859 -2.282 -0.58 0.16 0.76 0.00
H -0.473 -3.272 -1.215 0.96 0.70 -0.10 0.00
H -0.256 -5.066 1.133 -0.66 2.67 1.03 0.07
H -2.554 -4.857 2.613 1.40 2.55 -0.24 0.10
H -4.158 -3.403 4.199 0.93 2.49 -0.39 0.12
H -3.802 -1.650 4.904 0.29 -1.22 -2.06 0.10
H -5.721 -0.947 3.675 1.00 -1.59 -1.27 0.10
H -5.914 -2.613 2.801 1.71 1.78 0.23 0.12
H -4.157 -1.717 0.934 -0.78 1.56 1.37 0.12
H -3.968 -0.073 1.970 -1.27 -2.09 -0.87 0.09
H -6.961 -0.812 0.901 2.36 1.05 -0.02 0.12
H -6.095 0.856 1.172 0.40 -2.23 -0.62 0.11
H -5.617 -1.321 -1.217 0.04 2.34 0.89 0.12
H -6.468 0.370 -1.383 2.08 -1.02 1.20 0.12
H -3.915 0.089 -2.339 -0.44 0.62 2.38 0.11
H -3.211 -0.116 -0.604 -2.07 0.95 -1.01 0.11
H -3.084 2.354 -1.834 -1.75 -0.64 1.37 0.11
H -4.946 2.501 -1.529 1.82 -0.87 0.87 0.11
H -4.069 1.992 1.261 0.84 1.06 -1.88 0.08
H -4.078 3.691 0.432 1.11 -2.24 -0.03 0.11
H -1.626 1.784 1.250 -0.53 1.94 -1.42 0.07
H -1.379 2.720 -0.379 -1.04 0.39 1.99 0.11
H -1.804 3.817 2.735 0.39 0.48 -2.55 0.12
H -2.424 4.894 1.271 1.71 -1.77 0.75 0.11
H 0.265 4.632 0.256 -0.92 -0.15 2.32 0.12
H -0.266 5.889 1.557 0.30 -2.45 -0.44 0.11
H 0.701 4.556 3.565 0.34 -1.06 -2.40 0.12
H 1.117 3.045 2.365 -0.43 2.21 0.54 0.06
H 2.546 6.009 2.405 -0.16 -2.35 -0.70 0.08
H 2.897 4.570 1.119 -0.87 0.82 1.95 0.07
H 3.228 4.317 2.959 -1.47 1.24 -1.62 0.08
H -1.800 -0.048 3.125 0.97 -2.16 -1.03 0.08
C -2.603 2.198 6.379 -0.33 0.25 0.06 -0.10
O -3.910 2.610 6.015 0.00 -0.34 0.13 -0.20
C -4.642 1.568 5.368 -0.19 0.86 0.06 -0.20
C -6.146 1.856 5.430 0.13 -0.42 0.25 -0.17
O -6.728 1.506 6.692 0.31 0.38 -0.09 -0.14
C -6.435 2.396 7.778 -0.55 -0.03 -0.13 -0.17
C -7.186 3.727 7.675 0.81 0.10 -0.23 -0.19
O -6.500 4.613 6.786 -0.29 -0.08 -0.11 -0.21
C -7.326 5.681 6.353 0.33 -0.29 0.01 -0.11
H -2.034 1.893 5.497 0.14 -0.12 -0.04 0.08
H -2.096 3.042 6.855 -0.16 -0.07 -0.15 0.09
H -2.652 1.376 7.101 0.10 -0.10 -0.08 0.09
H -4.434 0.604 5.841 -0.04 -0.09 0.04 0.11
H -4.319 1.539 4.321 -0.04 -0.21 -0.16 0.12
H -6.643 1.213 4.694 0.07 -0.04 0.14 0.12
H -6.381 2.887 5.159 0.27 0.04 0.10 0.12
H -5.360 2.537 7.894 -0.01 0.25 -0.14 0.12
H -6.788 1.880 8.678 -0.07 0.02 -0.17 0.13
H -7.219 4.207 8.658 -0.17 -0.09 0.16 0.12
H -8.205 3.549 7.319 -0.04 -0.08 0.03 0.13
H -8.183 5.293 5.791 -0.12 0.08 0.08 0.09
H -6.741 6.322 5.689 0.02 -0.14 0.15 0.09
H -7.669 6.272 7.205 -0.15 0.08 0.02 0.08
C 7.460 -6.098 -8.134 -0.07 0.38 0.12 -0.11
O 7.314 -4.706 -8.360 -0.24 -0.20 -0.11 -0.21
C 7.050 -4.410 -9.733 0.24 0.53 0.56 -0.19
C 6.428 -3.016 -9.867 -0.28 -0.38 -0.17 -0.17
O 5.024 -3.003 -9.576 0.33 -0.04 0.38 -0.14
C 4.678 -3.108 -8.188 -0.15 0.48 -0.29 -0.17
C 4.966 -1.825 -7.404 0.58 -0.58 0.15 -0.19
O 6.347 -1.769 -7.038 -0.06 0.24 -0.15 -0.21
C 6.749 -0.460 -6.667 0.02 -0.43 -0.16 -0.12
H 8.287 -6.501 -8.723 0.01 -0.15 -0.06 0.09
H 7.671 -6.254 -7.072 0.01 0.14 -0.17 0.09
H 6.529 -6.622 -8.378 0.07 -0.11 -0.10 0.09
H 6.375 -5.156 -10.163 -0.07 0.01 -0.05 0.13
H 8.008 -4.435 -10.265 -0.05 -0.03 -0.22 0.12
H 6.508 -2.711 -10.917 -0.10 -0.12 0.09 0.13
H 6.961 -2.267 -9.278 0.05 -0.23 0.16 0.12
H 5.142 -3.982 -7.731 0.21 0.15 0.11 0.12
H 3.595 -3.276 -8.172 0.11 0.11 -0.10 0.13
H 4.379 -1.819 -6.480 -0.24 0.07 -0.01 0.12
H 4.700 -0.954 -8.012 -0.07 -0.01 -0.05 0.13
H 6.634 0.226 -7.513 -0.08 0.12 0.09 0.09
H 7.806 -0.490 -6.391 -0.14 -0.11 -0.03 0.09
H 6.169 -0.107 -5.811 -0.08 0.18 0.04 0.08
```
Positions in Å, forces in eV/Å.

SMILES: C#Cc1c(C=C)c(C(F)(F)F)cc2c1N([PH2]=S)c1ccc(CCCCCCCCCCCCC)cc1S2.COCCOCCOC.COCCOCCOC
DFT total energy: -3581.6068 hartree
net charge: 0